<w>
{
  "formula": "C48H40N8O16",
  "method": "ωB97M-V with the def2-TZVPD basis set",
  "symbols": ["O", "N", "O", "C", "C", "C", "C", "C", "C", "H", "H", "H", "H", "H", "O", "N", "O", "C", "C", "C", "C", "C", "C", "H", "H", "H", "H", "H", "O", "N", "O", "C", "C", "C", "C", "C", "C", "H", "H", "H", "H", "H", "O", "N", "O", "C", "C", "C", "C", "C", "C", "H", "H", "H", "H", "H", "O", "N", "O", "C", "C", "C", "C", "C", "C", "H", "H", "H", "H", "H", "O", "N", "O", "C", "C", "C", "C", "C", "C", "H", "H", "H", "H", "H", "O", "N", "O", "C", "C", "C", "C", "C", "C", "H", "H", "H", "H", "H", "O", "N", "O", "C", "C", "C", "C", "C", "C", "H", "H", "H", "H", "H"],
  "coordinates": [[-25.12416, -36.03118, -34.18963], [-25.19855, -35.60975, -33.08226], [-24.91900, -34.45996, -32.81372], [-25.77743, -36.52957, -32.03187], [-25.52576, -36.30741, -30.68013], [-26.11799, -37.24417, -29.78383], [-26.81209, -38.35141, -30.24603], [-27.02605, -38.59724, -31.56241], [-26.43675, -37.71323, -32.44523], [-24.84130, -35.57941, -30.27033], [-25.75150, -37.36038, -28.77458], [-27.14956, -39.06290, -29.50692], [-27.75696, -39.34568, -31.83073], [-26.64996, -37.98601, -33.46823], [-22.99977, -32.30174, -21.66358], [-24.09536, -31.74000, -21.58599], [-24.48168, -31.04499, -20.63048], [-25.11547, -32.00125, -22.59662], [-24.90983, -32.91755, -23.64292], [-25.83900, -33.19790, -24.61427], [-26.98475, -32.40701, -24.73224], [-27.23141, -31.50581, -23.77127], [-26.37776, -31.30918, -22.70721], [-23.88230, -33.20823, -23.80444], [-25.69984, -33.88489, -25.43589], [-27.46349, -32.39083, -25.70020], [-28.09285, -30.86532, -23.65249], [-26.54967, -30.57821, -21.93098], [-24.50737, -24.82165, -16.87571], [-23.40386, -24.62221, -16.38950], [-23.26161, -23.89913, -15.33257], [-22.18207, -25.47093, -16.70340], [-22.41180, -26.59374, -17.40310], [-21.36790, -27.35465, -17.82655], [-20.02706, -26.99811, -17.42893], [-19.82632, -25.91190, -16.60021], [-20.88742, -25.16201, -16.20734], [-23.43019, -26.88627, -17.61212], [-21.61854, -28.25636, -18.36554], [-19.15867, -27.55752, -17.74415], [-18.85609, -25.68760, -16.18219], [-20.71355, -24.22440, -15.70034], [-28.67473, -33.47522, -17.42980], [-28.75339, -32.40325, -16.83568], [-27.97304, -32.06893, -16.02131], [-29.88465, -31.45837, -17.25695], [-31.24275, -31.83305, -17.01137], [-32.27272, -30.95826, -17.33006], [-32.00793, -29.70103, -17.82454], [-30.61959, -29.32902, -17.85759], [-29.55742, -30.22155, -17.60860], [-31.55875, -32.74972, -16.53572], [-33.27956, -31.34894, -17.33611], [-32.78104, -29.07586, -18.24627], [-30.36086, -28.32184, -18.14920], [-28.53558, -30.10793, -17.93925], [-30.99051, -32.27231, -30.54777], [-30.89804, -33.48546, -30.29769], [-30.71972, -33.93291, -29.17029], [-31.14946, -34.50865, -31.40070], [-31.62887, -35.82729, -31.04315], [-31.88253, -36.71138, -32.06509], [-31.54453, -36.43544, -33.36219], [-30.81821, -35.28215, -33.72047], [-30.84994, -34.28830, -32.75157], [-31.84671, -36.00766, -30.00084], [-32.50811, -37.58556, -31.96090], [-31.71177, -37.11868, -34.18172], [-30.66143, -35.09767, -34.77298], [-30.46972, -33.34809, -33.12283], [-36.53170, -30.67109, -20.96795], [-36.99828, -30.54292, -22.07293], [-38.19396, -30.24372, -22.32193], [-36.14559, -30.81831, -23.24240], [-34.71598, -30.75805, -23.11533], [-33.87635, -30.92137, -24.20341], [-34.52611, -31.11868, -25.48464], [-35.99468, -31.19214, -25.61081], [-36.78988, -31.13653, -24.50982], [-34.30605, -30.39888, -22.18294], [-32.80384, -30.80188, -24.16052], [-33.93482, -31.33206, -26.36285], [-36.28306, -31.34588, -26.64017], [-37.86067, -31.27689, -24.49917], [-26.09866, -25.32284, -22.12114], [-26.91111, -24.79232, -21.40006], [-27.69166, -25.45735, -20.78173], [-27.08624, -23.34409, -21.50924], [-26.28577, -22.56783, -22.43641], [-26.43536, -21.18402, -22.47618], [-27.28269, -20.55481, -21.68278], [-28.16920, -21.19972, -20.77273], [-27.96853, -22.58048, -20.68142], [-25.44360, -22.99809, -22.95796], [-25.80886, -20.65770, -23.18108], [-27.12229, -19.51912, -21.42196], [-28.89396, -20.69279, -20.15293], [-28.60352, -23.11690, -19.99190], [-34.04885, -34.63318, -19.64156], [-34.33544, -34.84569, -20.85117], [-35.41343, -34.72758, -21.36726], [-33.20233, -35.16779, -21.77538], [-33.36603, -35.09369, -23.14702], [-32.23773, -35.37210, -23.87167], [-30.93175, -35.55161, -23.41518], [-30.83257, -35.49332, -21.97943], [-31.97781, -35.37501, -21.19960], [-34.25159, -34.67142, -23.59856], [-32.26038, -35.38524, -24.95134], [-30.06320, -35.52237, -24.05639], [-29.86784, -35.45466, -21.49548], [-31.70072, -35.37156, -20.15576]],
  "mulliken_charge": [-0.572, 0.982, -0.577, 0.186, -0.373, -0.528, -0.266, -0.574, -0.189, 0.416, 0.372, 0.351, 0.388, 0.385, -0.565, 0.929, -0.550, 0.015, -0.136, -0.470, -0.449, -0.511, -0.323, 0.366, 0.413, 0.448, 0.366, 0.470, -0.536, 0.822, -0.520, 0.155, -0.207, -0.515, -0.380, -0.375, -0.397, 0.431, 0.415, 0.362, 0.370, 0.374, -0.547, 0.840, -0.529, 0.711, -0.587, -0.284, -0.682, -0.376, -0.560, 0.350, 0.404, 0.443, 0.404, 0.414, -0.536, 0.871, -0.538, 0.211, -0.225, -0.565, -0.208, -0.745, -0.276, 0.478, 0.375, 0.365, 0.411, 0.381, -0.548, 0.920, -0.577, 0.315, -0.312, -0.723, -0.394, -0.494, -0.385, 0.453, 0.491, 0.430, 0.369, 0.459, -0.596, 0.979, -0.577, 0.008, -0.158, -0.409, -0.333, -0.513, -0.248, 0.393, 0.362, 0.311, 0.405, 0.374, -0.576, 1.015, -0.582, 0.384, -0.462, -0.374, -0.775, -0.250, -0.518, 0.477, 0.378, 0.437, 0.409, 0.430],
  "e_homo_ev": -9.576,
  "smiles": "O=[N+]([O-])c1ccccc1.O=[N+]([O-])c1ccccc1.O=[N+]([O-])c1ccccc1.O=[N+]([O-])c1ccccc1.O=[N+]([O-])c1ccccc1.O=[N+]([O-])c1ccccc1.O=[N+]([O-])c1ccccc1.O=[N+]([O-])c1ccccc1",
  "lumo_energy_ev": -0.9,
  "charge": 0,
  "gap_ev": 8.684
}

=====

<x>
{
  "formula": "C48H40N8O16",
  "method": "ωB97M-V with the def2-TZVPD basis set",
  "symbols": ["O", "N", "O", "C", "C", "C", "C", "C", "C", "H", "H", "H", "H", "H", "O", "N", "O", "C", "C", "C", "C", "C", "C", "H", "H", "H", "H", "H", "O", "N", "O", "C", "C", "C", "C", "C", "C", "H", "H", "H", "H", "H", "O", "N", "O", "C", "C", "C", "C", "C", "C", "H", "H", "H", "H", "H", "O", "N", "O", "C", "C", "C", "C", "C", "C", "H", "H", "H", "H", "H", "O", "N", "O", "C", "C", "C", "C", "C", "C", "H", "H", "H", "H", "H", "O", "N", "O", "C", "C", "C", "C", "C", "C", "H", "H", "H", "H", "H", "O", "N", "O", "C", "C", "C", "C", "C", "C", "H", "H", "H", "H", "H"],
  "coordinates": [[7.87620, -1.89934, -1.03341], [7.92544, -0.74488, -1.36655], [8.85356, -0.43641, -2.16153], [6.72872, 0.10618, -1.09543], [6.57114, 1.37839, -1.65534], [5.38859, 2.11359, -1.48048], [4.31087, 1.55209, -0.71455], [4.43186, 0.27595, -0.23504], [5.65459, -0.39371, -0.29680], [7.42984, 1.73486, -2.20486], [5.28856, 3.03562, -2.03389], [3.44624, 2.19093, -0.61113], [3.65652, -0.26777, 0.28421], [5.66125, -1.38542, 0.13085], [9.01140, -4.93802, -0.70469], [8.28397, -5.01320, -1.68110], [8.70500, -5.28768, -2.83672], [6.84036, -5.10263, -1.48479], [6.01540, -5.69456, -2.46234], [4.69547, -5.79103, -2.28994], [4.11448, -5.47625, -1.03438], [4.84830, -4.81258, -0.10449], [6.17264, -4.66077, -0.33805], [6.39789, -6.06791, -3.40080], [3.95126, -6.22056, -2.94420], [3.05894, -5.55965, -0.82158], [4.44099, -4.68461, 0.88755], [6.69207, -4.20374, 0.49123], [-4.29440, -4.60312, 1.68967], [-3.95045, -3.40020, 1.86943], [-4.30710, -2.44957, 1.23481], [-3.01215, -3.19115, 3.03781], [-2.31288, -1.99762, 3.25879], [-1.35813, -1.94829, 4.17719], [-1.01404, -3.05293, 4.92991], [-1.73620, -4.16280, 4.76043], [-2.76897, -4.23349, 3.88843], [-2.54281, -1.12874, 2.65999], [-0.76387, -1.07579, 4.40522], [-0.28236, -2.95741, 5.71852], [-1.59458, -4.93306, 5.50410], [-3.30393, -5.16483, 4.00164], [-6.84164, 7.64199, 2.71814], [-5.70078, 7.84740, 2.94680], [-5.34884, 8.81349, 3.50244], [-4.74690, 6.85648, 2.50370], [-5.30773, 5.74284, 1.79102], [-4.56477, 4.53639, 1.46887], [-3.23914, 4.51086, 1.94446], [-2.70157, 5.57046, 2.65352], [-3.41423, 6.74701, 2.92697], [-6.32796, 5.91510, 1.48143], [-5.07876, 3.80031, 0.86853], [-2.63811, 3.65119, 1.68728], [-1.79792, 5.48323, 3.23851], [-3.05656, 7.52823, 3.58132], [-3.89053, 1.17385, 3.31410], [-5.08995, 1.03473, 3.27584], [-5.57598, 0.03812, 2.77666], [-5.92759, 1.99105, 3.87244], [-5.41686, 3.21255, 4.24460], [-6.32809, 4.20680, 4.68051], [-7.65989, 4.03639, 4.92857], [-8.13792, 2.77621, 4.64754], [-7.29249, 1.80869, 4.14283], [-4.41805, 3.53490, 3.98989], [-5.78010, 5.07393, 5.01842], [-8.28899, 4.75604, 5.43129], [-9.13360, 2.42386, 4.87308], [-7.79162, 0.86121, 4.00299], [-6.19032, 2.30737, -2.50090], [-5.51998, 1.60482, -3.18582], [-6.00583, 0.55540, -3.57104], [-4.06743, 1.90354, -3.39647], [-3.35866, 2.82635, -2.69379], [-2.04441, 3.17283, -2.88696], [-1.32817, 2.50099, -3.90450], [-1.96429, 1.52140, -4.68132], [-3.27086, 1.15287, -4.28775], [-3.86270, 3.35246, -1.89658], [-1.62778, 3.92432, -2.23268], [-0.26205, 2.59213, -4.05113], [-1.47134, 0.81900, -5.33709], [-3.75186, 0.30724, -4.75674], [1.18913, -2.04001, -4.15043], [1.99900, -2.37147, -5.04464], [1.49915, -2.73672, -6.06618], [3.51409, -2.55507, -4.92005], [4.30834, -2.67022, -6.08881], [5.73831, -2.72629, -5.93259], [6.23194, -2.56384, -4.60267], [5.37786, -2.45319, -3.50440], [4.03816, -2.44709, -3.58101], [3.87037, -2.70229, -7.07550], [6.56482, -2.79242, -6.62463], [7.30938, -2.49313, -4.58004], [5.88227, -2.20213, -2.58302], [3.50155, -2.39966, -2.64495], [1.86015, -1.85246, 2.63558], [1.63972, -1.90137, 1.44206], [2.16790, -2.74253, 0.73785], [0.75001, -0.88337, 0.75945], [0.04108, -0.05137, 1.63208], [-0.92626, 0.82543, 1.13479], [-1.09425, 0.93644, -0.22637], [-0.29665, 0.22721, -1.14718], [0.56138, -0.75618, -0.66357], [0.14687, -0.16361, 2.70101], [-1.58047, 1.51972, 1.64112], [-1.93254, 1.48380, -0.63142], [-0.38702, 0.25890, -2.22292], [1.03810, -1.30851, -1.45985]],
  "mulliken_charge": [-0.466, 0.875, -0.575, -0.046, -0.616, -0.483, -0.494, 0.079, -0.388, 0.473, 0.386, 0.445, 0.415, 0.393, -0.568, 1.061, -0.624, -0.015, -0.263, -0.519, -0.527, -0.546, -0.062, 0.429, 0.443, 0.423, 0.415, 0.367, -0.595, 1.041, -0.549, -0.248, 0.112, -0.330, -0.621, -0.451, -0.309, 0.455, 0.397, 0.396, 0.337, 0.417, -0.617, 1.060, -0.624, -0.301, -0.254, -0.467, -0.344, -0.226, -0.439, 0.467, 0.653, 0.278, 0.353, 0.464, -0.544, 1.030, -0.606, -0.270, -0.118, -0.260, -0.835, -0.269, -0.406, 0.626, 0.428, 0.446, 0.373, 0.408, -0.587, 0.979, -0.569, -0.487, 0.017, -0.507, -0.101, -0.776, -0.160, 0.515, 0.428, 0.404, 0.414, 0.443, -0.592, 0.914, -0.562, 0.123, -0.623, -0.655, -0.528, 0.001, -0.373, 0.476, 0.395, 0.418, 0.307, 0.642, -0.614, 1.147, -0.593, -0.509, -0.202, -0.242, -0.043, -0.671, -0.469, 0.736, -0.027, 0.442, 0.393, 0.627],
  "e_homo_ev": -9.927,
  "smiles": "O=[N+]([O-])c1ccccc1.O=[N+]([O-])c1ccccc1.O=[N+]([O-])c1ccccc1.O=[N+]([O-])c1ccccc1.O=[N+]([O-])c1ccccc1.O=[N+]([O-])c1ccccc1.O=[N+]([O-])c1ccccc1.O=[N+]([O-])c1ccccc1",
  "lumo_energy_ev": -1.1,
  "charge": 0,
  "gap_ev": 8.860
}

=====

The structures above, arranged from the most stable to the least stable: <x>, <w>.